Entry 1:
Here is a structure of composition C15H24MoO2 from OMol25. Energies are from the ωB97M-V functional and the def2-TZVPD basis.

Geometry as XYZ:
```
42
Properties=species:S:1:pos:R:3
Mo -0.36 0.23 -0.35
C -3.67 1.32 -0.67
C -2.59 0.82 0.25
C -1.69 1.73 0.85
C -0.77 1.31 1.85
C -0.01 2.32 2.65
C -0.63 -0.07 2.08
C -1.45 -1.02 1.44
C -1.34 -2.48 1.77
C -2.42 -0.55 0.51
H -3.26 1.61 -1.64
H -4.14 2.20 -0.24
H -4.42 0.55 -0.83
H -1.82 2.79 0.68
H 0.89 2.66 2.13
H 0.29 1.90 3.60
H -0.63 3.20 2.82
H 0.05 -0.40 2.85
H -1.15 -2.60 2.83
H -0.51 -2.95 1.23
H -2.25 -3.01 1.51
H -3.09 -1.27 0.06
C -0.14 0.28 -4.53
C 0.78 0.22 -3.37
O 1.94 0.23 -3.30
O 0.06 0.14 -2.06
H 0.45 0.31 -5.44
H -0.76 1.18 -4.46
H -0.80 -0.58 -4.53
C 3.82 -0.65 0.57
C 2.29 -0.81 0.55
C 1.88 -1.90 -0.45
C 1.68 0.55 0.21
H 4.29 -1.59 0.86
H 4.13 0.12 1.28
H 4.19 -0.37 -0.42
H 1.97 -1.11 1.54
H 2.31 -1.72 -1.44
H 0.78 -1.98 -0.59
H 2.19 -2.88 -0.11
H 2.10 0.96 -0.71
H 1.83 1.28 1.00
```

The energy above the lowest of the compared OMol25 structures with the same formula, charge and spin is 0.544 eV. For the HOMO-LUMO gap (alpha / beta), the calculation gives 8.1 / 7.7 eV. The expectation value of S² is 2.014. The multiplicity is 3. Its charge is +2.



Entry 2:
Here is a cluster of 2 separate species, C5H4N2OS in total from OMol25. Energies are from the ωB97M-V functional and the def2-TZVPD basis.

Geometry as XYZ:
```
13
Properties=species:S:1:pos:R:3
C 2.23 -0.66 -0.74
C 0.15 0.33 1.45
C -1.60 -1.16 0.72
C -0.33 0.50 0.16
C 0.34 1.23 -0.83
N 2.82 -1.63 -0.55
N -1.29 -0.36 -0.24
O -0.14 1.16 -2.06
S -0.70 -0.92 2.17
H 0.94 1.01 1.98
H -2.42 -1.91 0.59
H 0.84 2.08 -0.65
H -0.84 0.35 -2.01
```

The energy above the lowest of the compared OMol25 structures with the same formula, charge and spin is 2.867 eV. For the HOMO-LUMO gap (alpha / beta), the calculation gives 7.2 / 7.2 eV. The multiplicity is 1. Its charge is 0.



Entry 3:
Here is a cluster of 2 separate species, C3H8NP in total from OMol25. Energies are from the ωB97M-V functional and the def2-TZVPD basis.

Geometry as XYZ:
```
13
Properties=species:S:1:pos:R:3
C 0.43 -0.63 -0.11
C 0.35 -1.97 0.44
C 0.96 1.53 -0.92
N 1.17 0.32 -0.21
P -2.35 0.83 0.15
H -0.63 -2.20 0.58
H 0.65 -2.68 -0.31
H 0.94 -2.18 1.46
H -0.07 1.55 -1.51
H 1.86 1.72 -1.61
H 0.96 2.37 -0.18
H -1.61 1.51 1.10
H -2.67 -0.16 1.10
```

The energy above the lowest of the compared OMol25 structures with the same formula, charge and spin is 3.470 eV. For the HOMO-LUMO gap (alpha / beta), the calculation gives 6.4 / 8.1 eV. The multiplicity is 1. Its charge is 0.



Entry 4:
Here is a cluster of 2 separate species, C2H4F3P in total from OMol25. Energies are from the ωB97M-V functional and the def2-TZVPD basis.

Geometry as XYZ:
```
10
Properties=species:S:1:pos:R:3
C -0.11 0.86 0.69
C -0.89 -1.23 -0.95
F -2.00 -0.95 -1.59
F 0.15 -1.28 -1.69
F -1.22 -2.36 -0.31
P 1.53 0.87 0.08
H -0.32 0.29 1.50
H -0.80 1.65 0.49
H 1.90 0.06 1.16
H 1.77 2.08 0.63
```

The energy above the lowest of the compared OMol25 structures with the same formula, charge and spin is 4.883 eV. For the HOMO-LUMO gap (alpha / beta), the calculation gives 8.2 / 9.3 eV. The multiplicity is 1. Its charge is 0.



Entry 5:
Here is a structure of composition C36H35FeGeN4OS2 from OMol25. Energies are from the ωB97M-V functional and the def2-TZVPD basis.

Geometry as XYZ:
```
80
Properties=species:S:1:pos:R:3
Fe 1.73 1.38 -0.17
C 4.31 5.68 0.64
C 3.07 5.37 -0.19
N 2.50 6.15 -1.10
N 1.40 5.42 -1.51
C 1.32 4.20 -0.96
S 0.58 2.70 -1.46
N 2.44 4.14 -0.17
N 2.71 3.03 0.73
H 5.18 6.03 0.03
H 4.71 4.72 1.08
H 4.16 6.36 1.45
H 0.64 5.87 -2.03
H 3.70 2.87 0.72
H 2.38 3.18 1.72
C 0.01 1.32 0.11
Ge -1.66 0.62 0.67
C -2.53 1.20 2.37
C -2.87 2.54 2.51
C -3.39 3.05 3.67
C -3.64 2.23 4.76
C -3.25 0.90 4.70
C -2.72 0.37 3.53
C -1.61 -1.38 0.37
C -0.67 -2.11 1.37
C -0.92 -4.63 0.75
C -1.22 -4.41 -0.60
C -1.91 -3.33 -1.20
C -2.03 -1.99 -0.81
C -2.98 1.45 -0.61
C -4.27 0.92 -0.97
C -5.04 1.62 -1.90
C -4.46 2.58 -2.75
C -3.20 3.12 -2.39
C -2.56 2.63 -1.25
H -2.59 3.24 1.70
H -3.58 4.14 3.78
H -4.24 2.70 5.60
H -3.43 0.19 5.52
H -2.51 -0.73 3.52
H -0.76 -1.50 2.26
H -0.66 -5.65 1.01
H -0.89 -5.12 -1.32
H -2.30 -3.61 -2.18
H -2.39 -1.31 -1.59
H -4.75 0.05 -0.51
H -6.05 1.29 -2.01
H -5.02 2.93 -3.69
H -2.67 3.93 -2.87
H -1.76 3.29 -0.87
O 3.09 0.10 0.39
S 3.09 -1.26 -0.36
C 3.15 -0.79 -2.10
C 2.98 -1.93 -3.10
C 3.82 -3.06 -3.09
C 3.55 -4.22 -3.84
C 2.52 -4.19 -4.78
C 1.71 -3.10 -4.86
C 1.89 -2.03 -3.99
C 1.37 -1.99 -0.21
C 0.87 -2.08 1.18
C -1.09 -3.58 1.86
C -0.54 -4.00 3.19
C 0.29 -3.27 4.02
C 1.37 -2.38 3.60
C 1.70 -2.09 2.32
H 4.14 -0.33 -2.21
H 2.38 -0.03 -2.37
H 4.62 -3.12 -2.33
H 4.18 -5.09 -3.72
H 2.35 -5.05 -5.40
H 0.86 -3.12 -5.55
H 1.08 -1.24 -3.95
H 1.55 -2.95 -0.72
H 0.76 -1.31 -0.84
H -2.14 -3.44 2.14
H -0.96 -4.95 3.54
H 0.31 -3.47 5.07
H 2.00 -1.92 4.43
H 2.77 -1.78 2.21
```

The energy above the lowest of the compared OMol25 structures with the same formula, charge and spin is 3.848 eV. For the HOMO-LUMO gap (alpha / beta), the calculation gives 3.8 / 3.4 eV. The expectation value of S² is 8.864. The multiplicity is 6. Its charge is 0.



Entry 6:
Here is the ion C5H3ClN5O with charge +1 from OMol25. Energies are from the ωB97M-V functional and the def2-TZVPD basis.

Geometry as XYZ:
```
15
Properties=species:S:1:pos:R:3
O -3.89 0.18 1.64
C -3.08 -0.22 0.94
N -2.07 -0.35 0.24
N -1.76 -1.21 -0.76
C -0.60 -1.39 -1.27
C 0.54 -0.55 -0.72
N 1.50 -1.29 -0.10
N 2.27 -0.75 0.70
C 2.23 0.52 0.94
N 1.32 1.38 0.29
C 0.46 0.89 -0.60
Cl -0.62 1.85 -1.42
H -0.44 -2.13 -2.08
H 2.68 0.73 1.91
H 1.47 2.36 0.28
```

The energy above the lowest of the compared OMol25 structures with the same formula, charge and spin is 0.000 eV. For the HOMO-LUMO gap, the calculation gives 7.3 eV. The multiplicity is 1. Its charge is +1.